Record 1
# C22H28Cl5N4O3RbS2

A molecular structure, C22H28Cl5N4O3RbS2 at a distorted geometry (the ωB97M-V functional and the def2-TZVPD basis, the OMol25 dataset).

Each line ends with the natural charge from an NBO analysis.
Geometry (Å):
Rb1 0.61756 -0.05348 0.24549  0.932
C1 -2.43649 -0.06587 6.12940  -0.616
C2 -3.41156 0.39370 5.05380  -0.231
N1 -3.63912 -0.61526 4.05016  -0.626
C3 -2.98896 -0.61951 2.83021  0.276
S1 -2.33514 0.82090 2.19978  -0.453
N2 -3.05757 -1.82673 2.26643  -0.513
N3 -2.25194 -2.00531 1.17688  -0.164
C4 -2.67063 -2.84186 0.30036  0.111
C5 -4.03218 -3.48173 0.31972  -0.683
C6 -1.72431 -3.23405 -0.77223  0.198
C7 -2.13381 -4.09288 -1.80142  -0.271
C8 -1.22084 -4.50869 -2.75218  -0.175
C9 0.09224 -4.07672 -2.66624  -0.295
C10 0.40919 -3.21696 -1.62097  0.046
N4 -0.45651 -2.80024 -0.71090  -0.425
H1 -2.23406 0.73539 6.84247  0.194
H2 -1.49116 -0.36165 5.67479  0.221
H3 -2.82730 -0.91790 6.69084  0.181
H4 -3.01621 1.26854 4.53552  0.248
H5 -4.36460 0.68954 5.51014  0.158
H6 -3.74678 -1.56425 4.38266  0.372
H7 -4.58739 -3.09516 1.17182  0.255
H8 -3.97173 -4.57056 0.40180  0.198
H9 -4.58588 -3.25701 -0.59495  0.202
H10 -3.15902 -4.42782 -1.85029  0.210
H11 -1.53505 -5.16825 -3.55389  0.200
H12 0.84453 -4.37404 -3.38251  0.211
H13 1.42237 -2.83880 -1.51485  0.197
Cl1 8.11313 2.20133 1.26607  -0.012
C11 6.55737 1.43568 1.22267  -0.181
C12 6.16049 0.68466 0.11774  -0.081
Cl2 7.23278 0.54401 -1.23938  0.001
C13 4.93557 0.05211 0.09161  -0.099
Cl3 4.44101 -0.87525 -1.28448  -0.009
C14 4.00948 0.10027 1.18489  0.362
O1 2.91986 -0.50855 1.17420  -0.752
C15 4.44975 0.91128 2.28303  -0.177
Cl4 3.35821 1.04703 3.61502  0.012
C16 5.67644 1.53945 2.29814  -0.043
Cl5 6.14830 2.47188 3.68351  -0.001
C17 0.72196 -0.41487 -3.87936  -0.827
S2 -0.28802 0.93795 -4.50167  1.271
C18 -1.76168 0.67068 -3.51972  -0.830
O2 -0.65742 0.50857 -5.89929  -1.047
H14 0.07910 -1.25755 -3.62344  0.214
H15 1.36159 -0.16590 -3.04360  0.264
H16 1.31692 -0.68817 -4.75110  0.225
H17 -1.53680 0.95581 -2.49815  0.287
H18 -2.04816 -0.37786 -3.61585  0.210
H19 -2.53040 1.30713 -3.95784  0.219
C19 -0.42911 3.96751 -2.04864  -0.635
C20 0.43190 3.06607 -1.13488  0.263
C21 -0.18741 3.14183 0.28548  -0.639
C22 1.85476 3.66753 -1.07568  -0.630
O3 0.47542 1.77780 -1.59494  -1.030
H20 -0.43376 5.01211 -1.71954  0.173
H21 -1.46130 3.61139 -2.05737  0.191
H22 -0.04490 3.92347 -3.07033  0.197
H23 -0.28548 4.17381 0.63683  0.181
H24 0.43788 2.61184 1.01265  0.185
H25 -1.17232 2.67615 0.28259  0.215
H26 1.87067 4.70335 -0.71878  0.171
H27 2.29984 3.63058 -2.07182  0.196
H28 2.47668 3.06349 -0.41037  0.199

Results
**HOMO-LUMO gap**: 6.04 eV
**Max |F|**: 1.1 eV/A
**Net charge**: -2
**HOMO energy**: -2.2 eV
**ΔE to the lowest compared entry with this formula, charge and spin**: 0.696 eV

---

Record 2
# C22H28ClN11O2PPrS2

A molecular structure, C22H28ClN11O2PPrS2 at a distorted geometry (the ωB97M-V functional and the def2-TZVPD basis, the OMol25 dataset).

Each line ends with the Mulliken spin population.
Geometry (Å):
Pr1 1.25260 -1.63627 -0.46500  2.012
C1 -0.73283 -6.03247 -2.88130  0.000
S1 0.69401 -6.47204 -1.89322  -0.001
C2 1.25162 -4.95971 -1.21968  0.000
S2 1.50113 -3.57565 -2.34680  -0.012
N1 1.71228 -5.03954 0.01574  -0.001
N2 1.65966 -3.84795 0.74491  -0.003
C3 2.52616 -3.68607 1.74780  0.001
C4 2.72606 -2.39956 2.34900  0.002
C5 3.37986 -2.41661 3.59645  0.001
C6 3.88594 -1.23865 4.11723  0.000
C7 3.66551 -0.03709 3.40080  0.001
C8 2.92638 -0.06304 2.25298  -0.002
N3 2.45649 -1.21794 1.75780  0.003
H1 -0.82084 -6.76586 -3.69944  0.000
H2 -0.51185 -5.03050 -3.32185  0.000
H3 -1.65054 -6.01931 -2.33188  0.000
H4 3.08871 -4.53656 2.13031  0.000
H5 3.55619 -3.36318 4.14663  0.000
H6 4.51957 -1.27954 4.98333  0.000
H7 4.20449 0.86216 3.67849  0.000
H8 2.73018 0.83434 1.66009  0.000
Cl1 3.16278 3.51795 -6.04653  0.000
C9 2.49545 2.52528 -4.76109  0.000
C10 1.18910 1.97269 -4.86394  0.000
C11 0.66932 1.12073 -3.91427  0.000
C12 1.45933 0.63526 -2.88397  -0.002
O1 0.87103 -0.11290 -1.94556  -0.005
C13 2.81169 1.07401 -2.80145  0.002
C14 3.67018 0.54553 -1.80587  0.001
O2 3.39984 -0.44364 -0.99770  -0.002
C15 3.30041 2.06900 -3.72346  0.001
H9 0.60386 2.20870 -5.70489  0.000
H10 -0.35500 0.72976 -3.98879  0.000
H11 4.67279 1.03551 -1.72429  0.000
H12 4.34970 2.44180 -3.62103  0.000
N4 -4.60837 -2.64707 -0.55188  0.000
N5 -3.31582 -2.61448 -0.13513  0.000
N6 -2.89033 -3.50409 0.80198  0.000
C16 -1.57112 -3.22538 0.77121  0.002
N7 -1.22054 -2.19324 -0.05677  -0.001
N8 -2.35767 -1.85112 -0.70712  0.000
H13 -5.11720 -3.46241 -0.28642  0.000
H14 -4.76025 -2.18016 -1.45888  0.000
H15 -0.85700 -3.81776 1.29955  0.000
C17 -3.70966 3.00021 1.58707  0.000
N9 -3.02982 2.97709 0.27153  0.000
C18 -2.29769 4.25375 0.04487  0.000
N10 -1.45032 4.56312 1.17035  0.000
C19 -2.15610 4.53950 2.43419  0.000
N11 -2.85471 3.27603 2.68425  0.000
C20 -1.90193 2.18480 2.94814  0.000
P1 -0.75016 1.80463 1.54045  0.000
C21 -2.07704 1.79625 0.17833  0.000
C22 -0.24749 3.61661 1.27448  0.000
H16 -4.15261 1.97954 1.67548  0.000
H17 -4.50047 3.76269 1.60735  0.000
H18 -3.74674 2.82483 -0.47617  0.000
H19 -3.04614 5.03183 -0.08114  0.000
H20 -1.64899 4.25420 -0.84117  0.000
H21 -2.94164 5.31235 2.25610  0.000
H22 -1.56006 4.79209 3.35759  0.000
H23 -2.48798 1.30906 3.27938  0.000
H24 -1.43446 2.42071 3.89742  0.000
H25 -2.68480 0.85033 0.24568  0.000
H26 -1.58548 1.82883 -0.81300  0.000
H27 0.32284 3.65103 0.30831  0.000
H28 0.31847 4.06761 2.13440  0.000

Results
**Multiplicity**: 3
**<S²>**: 2.002
**HOMO-LUMO gap (spin up / spin down)**: 6.62 / 6.62 eV
**Max |F|**: 4.0 eV/A
**Net charge**: +2
**HOMO energy (spin up / spin down)**: -12.4 / -12.4 eV
**ΔE to the lowest compared entry with this formula, charge and spin**: 1.142 eV

---

Record 3
# C22H28ClN3O

C22H28ClN3O in the gas phase (the ωB97M-V functional and the def2-TZVPD basis, the OMol25 dataset).

Each line ends with the natural charge from an NBO analysis.
Geometry (Å):
C1 3.61913 0.80598 1.63726  -0.640
H1 4.36519 0.06466 1.91174  0.221
H2 4.10134 1.77808 1.59042  0.204
H3 3.24726 0.55394 0.64709  0.211
C2 2.49221 0.78134 2.67516  -0.216
N1 1.44709 1.78890 2.55776  -0.480
C3 0.89486 1.96710 1.22987  -0.259
H4 0.23557 2.83908 1.25708  0.202
H5 1.65293 2.13076 0.45011  0.184
C4 0.04598 0.73912 0.86269  0.139
O1 -0.87862 0.47120 1.88721  -0.735
H6 -0.43459 0.68392 2.72101  0.488
C5 -0.72525 0.96849 -0.44888  -0.239
N2 -0.96965 -0.26096 -1.14950  -0.369
C6 -2.15762 -0.95093 -1.19083  0.177
C7 -3.44565 -0.63976 -0.78956  -0.248
C8 -4.44267 -1.57433 -1.00259  -0.012
C9 -4.15453 -2.81292 -1.61591  -0.034
C10 -2.86823 -3.12243 -2.01086  -0.189
C11 -1.85894 -2.19162 -1.79509  0.078
N3 -0.52049 -2.25154 -2.07312  -0.447
C12 -0.02456 -1.10886 -1.68275  0.359
C13 1.39566 -0.78037 -1.79479  -0.089
C14 2.32680 -1.71374 -1.34494  -0.151
C15 3.67736 -1.42999 -1.43245  -0.054
C16 4.12559 -0.23432 -1.97323  -0.232
C17 3.19669 0.67706 -2.44535  -0.198
C18 1.84190 0.41174 -2.35999  -0.202
H7 1.13260 1.11692 -2.76636  0.217
H8 3.53665 1.60138 -2.88821  0.220
H9 5.18235 -0.02738 -2.02983  0.231
Cl1 4.82747 -2.57982 -0.84670  0.011
H10 1.98140 -2.64825 -0.93307  0.239
H11 -2.63860 -4.06722 -2.47787  0.216
C19 -5.25675 -3.80573 -1.83883  -0.624
H12 -5.71469 -4.09352 -0.89294  0.213
H13 -4.87144 -4.70006 -2.32125  0.216
H14 -6.03762 -3.38196 -2.46976  0.212
C20 -5.84585 -1.26340 -0.57514  -0.626
H15 -6.52319 -1.28526 -1.42848  0.214
H16 -6.19979 -1.99841 0.14692  0.215
H17 -5.89864 -0.27884 -0.11745  0.214
H18 -3.67400 0.30193 -0.31226  0.208
H19 -0.16417 1.65746 -1.08472  0.207
H20 -1.68913 1.41755 -0.20318  0.231
H21 0.71144 -0.12885 0.72541  0.155
C21 1.65759 3.01751 3.29820  -0.196
C22 2.74467 3.96526 2.78077  -0.634
H22 2.58760 4.19269 1.72893  0.203
H23 3.73278 3.53033 2.90406  0.203
H24 2.71103 4.89544 3.34269  0.215
H25 0.70100 3.55050 3.30657  0.191
H26 1.88699 2.73971 4.33117  0.193
H27 2.92176 0.88632 3.67381  0.199
H28 2.01377 -0.20396 2.62999  0.191

Results
**HOMO-LUMO gap**: 8.50 eV
**Max |F|**: 0.9 eV/A
**HOMO energy**: -7.9 eV
**Structure (SMILES)**: CCN(CC)C[C@@H](O)Cn1c(-c2cccc(Cl)c2)nc2cc(C)c(C)cc21
**ΔE to the lowest compared entry with this formula, charge and spin**: 0.603 eV

---

Record 4
# C22H28ClN3O4

C22H28ClN3O4 in the gas phase (the ωB97M-V functional and the def2-TZVPD basis, the OMol25 dataset).

Each line ends with the natural charge from an NBO analysis.
Geometry (Å):
C1 3.49443 2.32454 0.78070  -0.596
H1 4.09430 1.84298 0.01105  0.201
H2 3.61845 3.40029 0.68385  0.211
H3 3.87487 2.02348 1.75496  0.200
C2 2.02039 1.94491 0.64448  -0.230
C3 1.19293 2.71314 1.67251  -0.603
H4 1.30484 3.78415 1.51993  0.209
H5 0.13858 2.46699 1.58732  0.215
H6 1.52612 2.47497 2.68115  0.198
C4 1.84922 0.42491 0.80769  -0.385
H7 2.77538 -0.07488 0.52014  0.199
H8 1.65285 0.18458 1.85472  0.211
C5 0.70928 -0.15389 -0.04934  -0.138
N1 -0.56690 0.40645 0.32037  -0.609
C6 -1.24689 1.23917 -0.49912  0.658
O1 -0.76101 1.65641 -1.54229  -0.648
C7 -2.57418 1.62702 0.01373  0.060
C8 -3.05256 1.47298 1.29851  -0.272
C9 -4.35482 2.01861 1.33044  -0.025
C10 -5.32231 2.15074 2.33037  -0.214
C11 -6.51321 2.74426 1.98860  -0.062
C12 -6.77826 3.21000 0.69373  -0.230
C13 -5.83707 3.08885 -0.30180  -0.221
C14 -4.61954 2.49324 0.01963  0.128
N2 -3.52587 2.25528 -0.75418  -0.311
C15 -3.44502 2.58885 -2.15057  -0.426
H9 -3.66996 3.64755 -2.29157  0.202
H10 -4.16115 1.99589 -2.72500  0.198
H11 -2.43694 2.38766 -2.50508  0.268
H12 -6.04298 3.44620 -1.29865  0.220
H13 -7.73376 3.66577 0.48789  0.227
Cl1 -7.74720 2.93121 3.19241  -0.008
H14 -5.13892 1.79673 3.33215  0.225
H15 -2.53726 1.04245 2.13393  0.222
H16 -1.03414 -0.08749 1.06899  0.431
H17 0.86207 0.09115 -1.10495  0.240
C16 0.61733 -1.66466 0.19816  0.694
O2 -0.19094 -2.08471 1.01093  -0.654
N3 1.44350 -2.48198 -0.47990  -0.437
C17 2.46286 -2.11839 -1.43486  -0.215
H18 2.44261 -1.05057 -1.64155  0.220
C18 3.84347 -2.52247 -0.90915  -0.400
H19 4.60699 -2.26618 -1.64352  0.232
C19 3.88174 -4.02632 -0.61006  -0.334
C20 3.84863 -4.83611 -1.89272  0.797
O3 3.07381 -5.71490 -2.15467  -0.593
O4 4.83196 -4.47671 -2.72886  -0.691
H20 4.81033 -5.02277 -3.53068  0.501
C21 2.73072 -4.40568 0.32401  -0.403
C22 1.39533 -3.91112 -0.22856  -0.236
H21 0.59306 -4.09480 0.48689  0.253
H22 1.16906 -4.43170 -1.16361  0.210
H23 2.68611 -5.48874 0.43636  0.233
H24 2.90545 -3.95862 1.30391  0.213
H25 4.84054 -4.26438 -0.13508  0.243
H26 4.05309 -1.97846 0.01385  0.212
H27 2.26187 -2.65392 -2.37158  0.197
H28 1.67873 2.22803 -0.35603  0.211

Results
**HOMO-LUMO gap**: 8.64 eV
**Max |F|**: 0.7 eV/A
**HOMO energy**: -8.2 eV
**Structure (SMILES)**: CC(C)C[C@H](NC(=O)c1cc2cc(Cl)ccc2n1C)C(=O)N1CCC(C(=O)O)CC1
**ΔE to the lowest compared entry with this formula, charge and spin**: 0.000 eV

---

> Which value of max |F| does entry 4 give?

0.7 eV/A

---

> Which of these has the lowest max |F|?

C22H28ClN3O4

---

> What is the formula in the fourth record?

C22H28ClN3O4